--- P ---
Below is a 2-piece molecular cluster, C3H8O3S overall, with properties calculated with ωB97M-V/def2-TZVPD.

Geometry as ORCA input:
```
! wB97M-V def2-TZVPD RIJCOSX def2/J DEFGRID3
* xyz 0 1
O 1.15 -1.77 1.78
C 0.94 -0.86 1.03
O 1.92 0.04 0.71
C -0.34 -0.46 0.34
C -1.09 0.54 1.23
S -2.03 1.81 0.32
H 2.71 -0.20 1.21
H -0.09 -0.05 -0.63
H -0.97 -1.33 0.14
H -0.47 1.03 1.96
H -1.84 0.02 1.81
H -1.00 2.26 -0.41
H 0.22 0.41 -2.95
H 0.86 -0.96 -3.31
O 0.02 -0.48 -3.25
*
```

Summary:
* SMILES: O=C(O)CCS.O
* HOMO-LUMO gap: 9.77 eV
* highest occupied orbital energy: -0.3439 hartree


--- Q ---
Below is a 2-piece molecular cluster, C3H8O3S overall, with properties calculated with ωB97M-V/def2-TZVPD.

Geometry as ORCA input:
```
! wB97M-V def2-TZVPD RIJCOSX def2/J DEFGRID3
* xyz 0 1
O -2.16 1.84 1.36
C -1.19 1.20 1.05
O -0.52 0.47 1.99
C -0.75 0.84 -0.36
C 0.78 0.82 -0.56
S 1.21 0.19 -2.25
H -0.72 0.87 2.85
H -1.04 -0.19 -0.60
H -1.29 1.57 -0.95
H 1.15 0.13 0.18
H 1.26 1.77 -0.36
H 1.66 -0.92 -1.70
H 0.81 -2.27 0.25
H -0.04 -3.23 -0.63
O 0.83 -3.07 -0.25
*
```

Summary:
* SMILES: O=C(O)CCS.O
* HOMO-LUMO gap: 9.87 eV
* highest occupied orbital energy: -0.3484 hartree


Going by the computed energies, the most stable comes first: P, Q.


--- P ---
Below is a 2-piece molecular cluster, C4H7IO overall, with properties calculated with ωB97M-V/def2-TZVPD.

Geometry as ORCA input:
```
! wB97M-V def2-TZVPD RIJCOSX def2/J DEFGRID3
* xyz 0 1
C 1.19 -1.71 -0.23
C 1.79 -0.66 -0.75
C -1.22 0.88 0.06
C -0.18 1.61 -0.72
O 0.72 2.18 -0.02
I 3.49 0.23 0.13
H 1.52 -2.20 0.66
H 0.32 -2.12 -0.72
H -0.92 0.64 1.10
H -2.09 1.54 0.10
H -1.54 -0.03 -0.45
H 1.46 -0.14 -1.63
H 0.68 2.08 0.97
*
```

Summary:
* HOMO-LUMO gap: 8.96 eV
* highest occupied orbital energy: -0.3079 hartree


--- Q ---
Below is one molecule with the formula C4H7IO, with properties calculated with ωB97M-V/def2-TZVPD.

Geometry as ORCA input:
```
! wB97M-V def2-TZVPD RIJCOSX def2/J DEFGRID3
* xyz 0 1
I -2.01 -1.10 1.81
C -1.29 -0.17 0.00
C -0.05 -0.91 -0.52
C 1.07 -0.16 0.20
C 0.52 1.25 0.10
O -0.88 1.13 0.32
H -2.10 -0.13 -0.71
H 0.04 -0.76 -1.60
H -0.13 -1.96 -0.26
H 2.01 -0.20 -0.35
H 1.18 -0.56 1.21
H 0.67 1.58 -0.93
H 0.96 2.00 0.75
*
```

Summary:
* SMILES: I[C@@H]1CCCO1
* HOMO-LUMO gap: 9.94 eV
* highest occupied orbital energy: -0.3411 hartree


--- R ---
Below is a 2-piece molecular cluster, C4H7IO overall, with properties calculated with ωB97M-V/def2-TZVPD.

Geometry as ORCA input:
```
! wB97M-V def2-TZVPD RIJCOSX def2/J DEFGRID3
* xyz 0 1
C 0.99 -1.42 0.29
C -0.23 -0.88 0.72
C 0.01 1.89 -0.42
C -1.11 -0.50 -0.19
O 0.39 2.27 0.84
I -3.08 -0.01 0.39
H 1.94 -1.28 0.82
H 0.99 -1.93 -0.63
H -0.37 -0.68 1.80
H -0.77 2.40 -1.12
H 0.88 1.47 -0.98
H -0.92 -1.00 -1.18
H -0.25 2.94 1.17
*
```

Summary:
* HOMO-LUMO gap (spin up / spin down): 8.20 / 7.01 eV
* highest occupied orbital energy (spin up / spin down): -0.2811 / -0.2701 hartree


Going by the computed energies, the most stable comes first: Q, P, R.


--- P ---
Below is one molecule with the formula C2H5NS, with properties calculated with ωB97M-V/def2-TZVPD.

Geometry as ORCA input:
```
! wB97M-V def2-TZVPD RIJCOSX def2/J DEFGRID3
* xyz 0 1
C -0.36 1.44 0.49
C 0.14 -0.03 0.05
H 0.31 2.16 -0.18
H -1.21 1.45 0.10
H -0.35 1.36 1.49
H 1.34 -0.20 -0.02
H -0.08 -3.14 -1.00
N -0.43 -0.91 -0.56
S 0.65 -2.12 -0.37
*
```

Summary:
* HOMO-LUMO gap: 9.65 eV
* highest occupied orbital energy: -0.3191 hartree


--- Q ---
Below is C2H5NS as an isolated structure, with properties calculated with ωB97M-V/def2-TZVPD.

Geometry as ORCA input:
```
! wB97M-V def2-TZVPD RIJCOSX def2/J DEFGRID3
* xyz 0 1
C 0.17 -0.60 0.03
C -0.31 0.31 -1.01
N 0.49 0.44 0.99
S -0.61 1.53 0.28
H -0.57 -1.47 0.28
H 1.07 -1.20 -0.14
H 0.62 0.68 -1.49
H -1.09 0.12 -1.76
H 0.24 0.19 2.83
*
```

Summary:
* HOMO-LUMO gap (spin up / spin down): 8.15 / 7.66 eV
* highest occupied orbital energy (spin up / spin down): -0.2994 / -0.2991 hartree


Going by the computed energies, the most stable comes first: P, Q.


--- P ---
Below is a 2-piece molecular cluster, C6H18N2O overall, with properties calculated with ωB97M-V/def2-TZVPD.

Geometry as ORCA input:
```
! wB97M-V def2-TZVPD RIJCOSX def2/J DEFGRID3
* xyz 0 1
C 0.93 0.32 1.46
C 0.07 0.19 0.19
C -1.15 1.16 0.33
C -1.49 2.01 -0.92
C -2.39 0.62 1.01
N -0.43 -1.12 -0.15
C 0.60 -2.17 -0.28
N 0.90 -2.46 -1.67
H 1.64 -0.50 1.56
H 1.55 1.22 1.47
H 0.28 0.17 2.33
H 0.70 0.55 -0.62
H -0.66 1.90 0.97
H -2.56 2.14 -1.08
H -1.03 1.56 -1.80
H -1.10 3.02 -0.76
H -2.87 -0.09 0.32
H -2.23 0.12 1.97
H -3.11 1.40 1.24
H -1.21 -1.39 0.42
H 1.52 -1.80 0.11
H 0.28 -3.11 0.17
H 1.29 -1.67 -2.14
H 0.29 -3.05 -2.21
H 3.96 -0.19 -0.78
H 3.10 0.92 -0.21
O 3.11 0.25 -0.92
*
```

Summary:
* SMILES: CC(C)[C@@H](C)NCN.O
* HOMO-LUMO gap: 9.04 eV
* highest occupied orbital energy: -0.3062 hartree


--- Q ---
Below is a 2-piece molecular cluster, C6H18N2O overall, with properties calculated with ωB97M-V/def2-TZVPD.

Geometry as ORCA input:
```
! wB97M-V def2-TZVPD RIJCOSX def2/J DEFGRID3
* xyz 0 1
C 0.68 0.46 -1.05
C 1.44 1.73 -1.41
C -0.10 -0.08 -2.24
C 1.40 -0.56 -0.30
C -0.23 1.83 1.19
N -0.66 1.07 0.00
H -1.36 1.60 -0.52
H 1.62 -1.45 -0.89
H 2.10 1.52 -2.26
H 2.06 2.08 -0.59
H 0.76 2.54 -1.70
H 0.58 -0.29 -3.06
H -0.62 -1.01 -1.97
H -0.84 0.64 -2.59
H 2.27 -0.20 0.25
H 0.14 -1.24 0.58
H 0.09 2.83 0.91
H 0.61 1.29 1.63
H -1.03 1.88 1.93
C -0.80 -2.02 2.34
N -0.92 -1.47 1.01
O -1.44 -2.50 0.12
H -2.40 -2.37 0.14
H -1.07 0.15 0.36
H -1.78 -2.20 2.80
H -0.23 -2.95 2.36
H -0.28 -1.28 2.95
*
```

Summary:
* HOMO-LUMO gap: 7.27 eV
* highest occupied orbital energy: -0.2403 hartree


Going by the computed energies, the most stable comes first: P, Q.